(1)
ORCA calculation (wB97M-V/def2-TZVPD) on 2 unconnected molecules or ions with the total composition C31H35FNO6PS.

For the HOMO energy, the calculation gives -7.839 eV. The orbital gap is 6.23 eV. As for the net charge: 0. As for the SMILES: C#Cc1c(COC)ccc2c1Sc1ccc(CCCP(=O)(OCC)OCC)cc1N2[C@@H](C)F.O=C1C=CC(=O)C=C1. Its lowest unoccupied orbital energy is -0.0592 hartree.

Cartesian coordinates (Å):
1 C -3.86 -5.94 -0.69
2 C -3.93 -4.75 -0.59
3 C -4.02 -3.32 -0.45
4 C -5.24 -2.68 -0.24
5 C -6.56 -3.41 -0.17
6 O -6.77 -4.39 -1.16
7 C -6.75 -3.87 -2.47
8 C -5.23 -1.31 -0.04
9 C -4.06 -0.58 -0.07
10 C -2.85 -1.20 -0.34
11 C -2.83 -2.58 -0.51
12 S -1.34 -3.46 -0.85
13 C -0.16 -2.30 -0.20
14 C 1.08 -2.79 0.18
15 C 2.07 -1.92 0.62
16 C 1.82 -0.55 0.70
17 C 2.91 0.39 1.15
18 C 2.96 1.72 0.37
19 C 3.63 2.85 1.17
20 P 2.60 3.50 2.51
21 O 2.90 4.90 2.85
22 O 1.12 3.20 2.05
23 C 0.09 4.16 2.43
24 C -0.33 4.00 3.88
25 O 2.76 2.49 3.75
26 C 3.99 2.55 4.48
27 C 3.72 2.20 5.93
28 C 0.55 -0.09 0.38
29 C -0.45 -0.94 -0.09
30 N -1.70 -0.37 -0.46
31 C -1.64 0.46 -1.64
32 C -2.23 -0.14 -2.90
33 F -2.32 1.66 -1.38
34 H -3.75 -6.99 -0.77
35 H -6.67 -3.92 0.79
36 H -7.36 -2.66 -0.24
37 H -7.41 -3.00 -2.57
38 H -5.74 -3.60 -2.79
39 H -7.12 -4.65 -3.13
40 H -6.17 -0.80 0.14
41 H -4.06 0.49 0.09
42 H 1.29 -3.85 0.11
43 H 3.05 -2.29 0.89
44 H 3.86 -0.11 0.92
45 H 2.87 0.56 2.22
46 H 1.97 2.05 0.07
47 H 3.52 1.54 -0.54
48 H 4.53 2.45 1.64
49 H 3.89 3.69 0.54
50 H 0.44 5.16 2.20
51 H -0.74 3.93 1.77
52 H -0.06 3.00 4.21
53 H -1.40 4.10 3.97
54 H 0.17 4.71 4.54
55 H 4.43 3.55 4.42
56 H 4.68 1.82 4.06
57 H 3.03 1.37 5.99
58 H 4.65 1.93 6.42
59 H 3.29 3.05 6.46
60 H 0.30 0.96 0.49
61 H -0.60 0.74 -1.80
62 H -1.88 -1.15 -3.04
63 H -3.32 -0.13 -2.83
64 H -1.94 0.47 -3.76
65 O 4.36 -0.91 -1.73
66 C 3.95 -0.54 -2.81
67 C 4.88 -0.23 -3.93
68 C 4.41 0.17 -5.11
69 C 2.95 0.32 -5.36
70 O 2.53 0.68 -6.43
71 C 2.03 -0.01 -4.24
72 C 2.50 -0.41 -3.06
73 H 5.93 -0.34 -3.73
74 H 5.06 0.41 -5.94
75 H 0.97 0.10 -4.44
76 H 1.85 -0.65 -2.22

The net atomic charges from Löwdin, expressed in e, are:
1. C 0.1558
2. C -0.1267
3. C -0.2062
4. C -0.1579
5. C -0.1773
6. O -0.1812
7. C -0.0995
8. C -0.0164
9. C 0.0061
10. C -0.2258
11. C -0.3734
12. S 1.0761
13. C -0.4431
14. C -0.0944
15. C -0.0366
16. C -0.2107
17. C -0.1379
18. C -0.2181
19. C -0.1896
20. P 0.4728
21. O -0.2578
22. O -0.2154
23. C -0.2410
24. C -0.0666
25. O -0.2202
26. C -0.2790
27. C -0.0680
28. C 0.0283
29. C -0.2181
30. N 0.0160
31. C -0.3472
32. C 0.0009
33. F -0.0126
34. H 0.0365
35. H 0.1380
36. H 0.1207
37. H 0.0917
38. H 0.0867
39. H 0.0899
40. H 0.1150
41. H 0.1202
42. H 0.1048
43. H 0.1163
44. H 0.1099
45. H 0.1106
46. H 0.0845
47. H 0.1020
48. H 0.0963
49. H 0.0988
50. H 0.1079
51. H 0.1144
52. H 0.0777
53. H 0.0723
54. H 0.0765
55. H 0.1120
56. H 0.1132
57. H 0.0788
58. H 0.0764
59. H 0.0783
60. H 0.1197
61. H 0.1387
62. H 0.0848
63. H 0.0858
64. H 0.0816
65. O 0.1037
66. C -0.3787
67. C 0.0226
68. C 0.0233
69. C -0.3843
70. O 0.1103
71. C 0.0273
72. C 0.0327
73. H 0.1218
74. H 0.1223
75. H 0.1156
76. H 0.1083

---

(2)
ORCA calculation (wB97M-V/def2-TZVPD) on 2 unconnected molecules or ions with the total composition C31H35N4O in a non-equilibrium geometry.

For the HOMO energy, the calculation gives -10.772 eV. The orbital gap is 6.35 eV. The energy above the lowest of the compared OMol25 structures with the same formula, charge and spin comes out at 0.0000 eV. As for the net charge: +1. Its lowest unoccupied orbital energy is -0.1626 hartree.

Cartesian coordinates (Å):
1 C 0.15 -0.86 5.22
2 N -0.44 -0.57 3.94
3 C -1.15 -1.51 3.25
4 O -1.33 -2.67 3.61
5 C -1.66 -0.85 1.97
6 C -3.19 -0.78 1.90
7 C -3.83 -2.15 1.88
8 C -4.74 -2.51 2.88
9 C -5.23 -3.82 2.92
10 C -4.85 -4.74 1.94
11 C -4.00 -4.36 0.90
12 C -3.49 -3.05 0.86
13 N -1.03 0.47 2.02
14 C -1.25 1.38 1.05
15 C -0.71 2.66 1.06
16 C -0.96 3.65 0.12
17 C -0.29 4.92 0.12
18 C -0.43 5.82 -0.97
19 C 0.20 7.05 -1.00
20 C 1.02 7.44 0.08
21 C 1.20 6.56 1.16
22 C 0.56 5.33 1.19
23 C -0.27 0.71 3.26
24 C -0.86 1.84 4.12
25 C 1.23 0.96 3.00
26 H -0.14 -1.87 5.51
27 H 1.24 -0.79 5.17
28 H -0.20 -0.15 5.98
29 H -1.28 -1.44 1.11
30 H -3.55 -0.21 2.77
31 H -3.47 -0.22 0.99
32 H -5.01 -1.77 3.63
33 H -5.90 -4.11 3.74
34 H -5.23 -5.77 1.98
35 H -3.70 -5.06 0.13
36 H -2.80 -2.73 0.08
37 H -1.89 1.05 0.23
38 H -0.03 2.90 1.87
39 H -1.70 3.46 -0.66
40 H -1.09 5.51 -1.79
41 H 0.04 7.72 -1.84
42 H 1.52 8.40 0.07
43 H 1.84 6.84 2.00
44 H 0.71 4.67 2.04
45 H -1.88 1.59 4.43
46 H -0.23 1.98 5.00
47 H -0.89 2.79 3.57
48 H 1.68 0.07 2.56
49 H 1.39 1.81 2.33
50 H 1.72 1.18 3.96
51 C -2.25 0.31 -4.87
52 C -3.62 0.44 -4.62
53 C -4.11 1.54 -3.90
54 C -3.20 2.51 -3.43
55 C -3.67 3.74 -2.76
56 N -2.92 4.61 -2.11
57 C -3.76 5.76 -1.80
58 C -5.20 5.36 -2.16
59 N -4.98 4.09 -2.81
60 C -1.83 2.37 -3.67
61 C -1.35 1.28 -4.40
62 H -1.87 -0.58 -5.39
63 H -4.32 -0.31 -4.99
64 H -5.18 1.64 -3.70
65 H -3.63 6.03 -0.75
66 H -3.48 6.64 -2.41
67 H -5.80 5.25 -1.25
68 H -5.65 6.07 -2.86
69 H -5.70 3.57 -3.30
70 H -1.15 3.15 -3.29
71 H -0.29 1.19 -4.59

The net atomic charges from Löwdin, expressed in e, are:
1. C -0.0017
2. N -0.0362
3. C -0.3639
4. O 0.1010
5. C -0.1522
6. C -0.0872
7. C -0.2432
8. C -0.0377
9. C -0.0664
10. C -0.0733
11. C -0.0662
12. C -0.0448
13. N 0.0527
14. C 0.0300
15. C -0.0642
16. C 0.0586
17. C -0.1931
18. C -0.0163
19. C -0.0476
20. C -0.0413
21. C -0.0616
22. C -0.0092
23. C -0.4590
24. C 0.0152
25. C 0.0153
26. H 0.1023
27. H 0.0980
28. H 0.0969
29. H 0.1688
30. H 0.1305
31. H 0.1193
32. H 0.1151
33. H 0.1084
34. H 0.1068
35. H 0.1071
36. H 0.1132
37. H 0.1541
38. H 0.0572
39. H 0.0964
40. H 0.0795
41. H 0.1150
42. H 0.1153
43. H 0.1138
44. H 0.1046
45. H 0.1057
46. H 0.0953
47. H 0.0742
48. H 0.1094
49. H 0.0741
50. H 0.0965
51. C -0.0713
52. C -0.0698
53. C -0.0251
54. C -0.1523
55. C -0.3148
56. N 0.0214
57. C -0.1928
58. C -0.1481
59. N 0.0531
60. C -0.0298
61. C -0.0695
62. H 0.1089
63. H 0.1100
64. H 0.1066
65. H 0.1104
66. H 0.1163
67. H 0.1137
68. H 0.1185
69. H 0.1331
70. H 0.1089
71. H 0.1074

---

(3)
ORCA calculation (wB97M-V/def2-TZVPD) on a molecular structure, C31H36BiBrN8O3 in a non-equilibrium geometry.

For the HOMO energy (spin up / spin down), the calculation gives -5.404 / -5.402 eV. The orbital gap (spin up / spin down) is 5.00 / 5.00 eV. The energy above the lowest of the compared OMol25 structures with the same formula, charge and spin comes out at 5.9080 eV. As for the net charge: 0. Its lowest unoccupied orbital energy (spin up / spin down) is -0.0148 / -0.0148 hartree.

Cartesian coordinates (Å):
1 Bi -0.42 0.05 -0.55
2 Br 4.21 -2.83 3.18
3 C 3.51 -1.59 1.98
4 C 3.32 -2.03 0.67
5 C 4.26 0.02 -0.52
6 C 2.98 0.50 0.04
7 O 1.99 2.44 -0.69
8 C 2.79 0.71 1.49
9 C 1.90 1.72 1.97
10 N 1.32 1.60 3.11
11 C 0.26 2.25 3.60
12 C 0.13 2.21 5.01
13 C -0.92 2.87 5.65
14 C -1.92 3.52 4.94
15 C -1.87 3.55 3.52
16 C -2.85 4.12 2.71
17 C -2.76 4.08 1.33
18 C -1.68 3.46 0.74
19 N -0.74 2.87 1.49
20 C -0.79 2.89 2.83
21 C 3.23 -0.26 2.39
22 H 3.28 -3.10 0.43
23 H 4.38 0.35 -1.55
24 H 1.64 2.54 1.31
25 H 0.84 1.61 5.59
26 H -0.96 2.79 6.73
27 H -2.73 3.99 5.48
28 H -3.70 4.58 3.26
29 H -3.58 4.52 0.75
30 H -1.55 3.35 -0.32
31 H 3.40 -0.01 3.44
32 C 2.99 -3.32 -3.77
33 N 1.68 -2.96 -3.15
34 C 0.48 -3.62 -3.56
35 C 1.69 -2.16 -2.01
36 N 0.62 -2.01 -1.24
37 N 2.82 -1.48 -1.69
38 C 3.29 -1.07 -0.44
39 N 5.36 0.07 0.32
40 N 2.16 1.05 -0.91
41 H 3.66 -2.47 -3.78
42 H 2.77 -3.57 -4.79
43 H 3.44 -4.18 -3.28
44 H 0.59 -3.95 -4.58
45 H -0.36 -2.90 -3.60
46 H 0.17 -4.44 -2.89
47 H -0.12 -2.71 -1.39
48 H 3.30 -1.06 -2.47
49 H 5.48 -0.67 1.01
50 H 6.24 0.45 -0.06
51 H 1.17 2.58 -1.25
52 C -0.76 -1.84 2.26
53 N -1.73 -1.33 1.29
54 C -2.65 -0.33 1.83
55 C -2.39 -2.37 0.51
56 C -2.91 -1.89 -0.84
57 C -3.83 -2.69 -1.50
58 C -4.54 -2.13 -2.57
59 C -4.27 -0.84 -2.98
60 C -3.24 -0.09 -2.39
61 C -2.49 -0.64 -1.38
62 H -1.21 -2.34 3.12
63 H -0.19 -1.01 2.68
64 H -0.10 -2.53 1.74
65 H -3.28 -0.73 2.63
66 H -3.31 0.05 1.04
67 H -2.08 0.51 2.30
68 H -3.26 -2.78 1.07
69 H -1.63 -3.16 0.37
70 H -3.98 -3.69 -1.15
71 H -5.38 -2.68 -2.97
72 H -4.85 -0.39 -3.78
73 H -3.14 0.95 -2.72
74 C -0.07 2.51 -4.13
75 C -1.00 2.53 -2.87
76 O -2.13 3.05 -2.80
77 O -0.41 1.93 -1.86
78 H -0.66 2.51 -5.06
79 H 0.57 1.63 -4.14
80 H 0.51 3.41 -4.17

The net atomic charges from Löwdin, expressed in e, are:
1. Bi 1.9238
2. Br 0.7581
3. C -0.7481
4. C -0.0583
5. C -0.2813
6. C -0.3362
7. O -0.1663
8. C -0.1084
9. C -0.0798
10. N 0.1028
11. C -0.2241
12. C -0.0171
13. C -0.0947
14. C -0.0456
15. C -0.1746
16. C -0.0308
17. C -0.0531
18. C -0.1072
19. N 0.1014
20. C -0.1723
21. C -0.0878
22. H 0.1025
23. H 0.1609
24. H 0.1027
25. H 0.1084
26. H 0.0993
27. H 0.1023
28. H 0.1276
29. H 0.1145
30. H 0.0745
31. H 0.1049
32. C -0.0105
33. N -0.1348
34. C -0.0599
35. C -0.3958
36. N -0.0031
37. N 0.1250
38. C -0.2938
39. N 0.0960
40. N -0.1855
41. H 0.0763
42. H 0.0808
43. H 0.0967
44. H 0.0867
45. H 0.0987
46. H 0.0993
47. H 0.0381
48. H 0.1338
49. H 0.0753
50. H 0.0991
51. H 0.0545
52. C -0.0810
53. N -0.4083
54. C -0.0896
55. C -0.1910
56. C -0.2803
57. C -0.0554
58. C -0.0886
59. C -0.0855
60. C -0.1086
61. C -0.2803
62. H 0.0919
63. H 0.0806
64. H 0.0758
65. H 0.0902
66. H 0.0935
67. H 0.0852
68. H 0.1351
69. H 0.1200
70. H 0.1055
71. H 0.1019
72. H 0.1011
73. H 0.0865
74. C 0.0061
75. C -0.6227
76. O 0.0067
77. O -0.3738
78. H 0.0783
79. H 0.0634
80. H 0.0684